DFT (ωB97M-V/def2-TZVPD) results for a 3-piece molecular cluster, C12H24NO5 overall in a non-equilibrium geometry.

Each line ends with the natural charge from an NBO analysis.
Element x y z (Å)
O 2.316 -3.004 1.629  -0.521
O 1.411 5.359 -1.715  -0.580
O 0.516 4.284 -0.005  -0.497
O -2.200 0.632 -0.524  -0.644
O 2.513 -3.208 -0.566  -0.564
N -2.816 -0.055 -2.724  -0.888
C -0.513 6.367 -0.786  -0.742
C -0.062 -1.417 -2.361  -0.431
C 2.035 -3.617 0.461  0.812
C 1.641 -3.280 2.859  -0.066
C -1.699 3.735 0.843  -0.651
C 1.200 -4.866 0.475  -0.763
C 2.285 -4.445 3.585  -0.634
C -0.310 4.245 1.167  -0.065
C -1.861 0.289 -1.663  0.745
C -0.932 -2.435 -1.504  -1.013
C -0.321 0.139 -2.064  -0.537
C 0.562 5.317 -0.858  0.798
H -1.645 2.752 0.370  0.272
H -2.216 4.396 0.144  0.196
H -0.090 7.316 -1.119  0.235
H 1.048 -1.678 -2.296  0.204
H -2.265 -0.385 -3.529  0.370
H 1.856 -5.736 0.565  0.212
H 2.220 -5.365 3.002  0.211
H -1.154 -2.059 -0.460  0.147
H -0.187 0.686 -3.062  0.185
H 3.347 -4.249 3.752  0.209
H 0.450 -4.883 1.264  0.207
H -0.356 -1.590 -3.456  0.157
H 1.739 -2.379 3.468  0.186
H -1.332 6.088 -1.451  0.246
H -3.354 -0.844 -2.339  0.394
H -1.881 -2.714 -2.070  0.129
H -2.301 3.655 1.752  0.209
H 0.654 -4.921 -0.468  0.289
H 0.373 0.599 -1.304  0.219
H 0.572 -3.428 2.696  0.187
H 1.801 -4.611 4.550  0.204
H -0.326 5.218 1.666  0.160
H -0.894 6.537 0.219  0.214
H 0.175 3.552 1.857  0.199

Calculated values
LUMO ... 0.0998 hartree
HOMO-LUMO gap ... 3.97 eV
Multiplicity ... 1
Electronic energy ... -24559.044 eV
Total charge ... -1


DFT (ωB97M-V/def2-TZVPD) results for one molecule with the formula C12H24NOS.

Each line ends with the Löwdin spin population.
Element x y z (Å)
S -3.427 -2.904 0.931  0.000
O 2.801 0.890 1.062  0.493
N 1.842 0.651 0.249  0.402
C 1.439 3.031 0.043  0.004
C -0.469 0.012 -1.478  0.000
C -2.355 -0.359 0.362  0.000
C -3.649 -1.122 0.617  0.000
C -1.845 -0.549 -1.065  0.000
C 3.049 -1.325 -0.465  0.004
C 1.661 -0.785 -0.099  0.025
C 0.741 -0.930 -1.320  0.001
C 0.031 1.677 1.563  0.019
C 0.763 1.672 0.215  0.024
C 1.148 -1.567 1.118  0.019
C -0.143 1.445 -1.013  0.001
H 1.707 -1.271 2.006  0.002
H 2.939 -2.215 -1.089  0.000
H -0.566 0.112 -2.561  0.000
H 0.352 1.946 -1.848  0.001
H 1.310 -2.633 0.946  0.002
H 1.367 -0.810 -2.208  0.001
H -4.349 -0.990 -0.211  0.000
H 2.104 3.236 0.878  -0.001
H -2.594 -0.099 -1.725  0.000
H 0.397 -1.969 -1.337  0.000
H -1.851 -1.616 -1.309  0.000
H 3.618 -0.579 -1.018  0.000
H -0.285 0.686 1.877  0.000
H -1.069 2.002 -0.845  0.000
H -0.850 2.319 1.511  0.002
H 0.675 3.810 -0.005  0.000
H 3.624 -1.592 0.420  0.000
H -2.628 -3.153 -0.117  0.000
H -4.135 -0.750 1.518  0.000
H -2.538 0.704 0.541  0.000
H 0.695 2.066 2.335  0.002
H 0.085 -1.427 1.300  0.000
H -1.619 -0.672 1.099  0.000
H 2.023 3.058 -0.879  0.000

Calculated values
LUMO (alpha / beta) ... 0.0253 / 0.0249 hartree
HOMO-LUMO gap (alpha / beta) ... 8.61 / 9.85 eV
Multiplicity ... 2
Electronic energy ... -27204.563 eV
Total charge ... 0


DFT (ωB97M-V/def2-TZVPD) results for a 4-piece molecular cluster, C12H24O12 overall in a non-equilibrium geometry.

Each line ends with the natural charge from an NBO analysis.
Element x y z (Å)
O -9.460 21.736 -1.865  -0.619
O -13.146 20.725 -8.867  -0.686
O -19.213 17.963 -9.668  -0.494
O -11.545 20.578 -7.185  -0.518
O -18.268 17.845 -7.616  -0.663
O -11.204 15.771 -4.630  -0.544
O -11.814 17.759 -3.540  -0.622
O -9.720 22.332 -4.117  -0.506
O -17.563 19.314 -9.245  -0.521
O -11.031 15.832 -2.409  -0.509
O -9.045 20.242 -3.528  -0.511
O -12.620 18.765 -8.044  -0.486
C -20.396 17.266 -9.334  -0.261
C -13.520 18.095 -8.917  -0.249
C -11.190 21.979 -7.195  -0.253
C -9.418 21.490 -3.058  0.998
C -10.913 16.542 -1.075  -0.267
C -11.325 16.168 -5.970  -0.254
C -11.396 16.605 -3.488  0.994
C -9.991 23.638 -3.881  -0.248
C -8.197 19.424 -2.784  -0.242
C -18.354 18.328 -8.762  0.988
C -16.999 20.273 -8.250  -0.264
C -12.470 20.030 -8.071  0.999
H -15.989 19.868 -8.186  0.191
H -10.399 24.021 -4.816  0.188
H -14.516 18.537 -8.930  0.203
H -7.538 19.992 -2.128  0.192
H -13.571 17.030 -8.690  0.202
H -10.547 22.396 -6.420  0.214
H -11.045 17.623 -1.029  0.216
H -7.613 18.824 -3.482  0.195
H -21.168 17.161 -10.097  0.208
H -20.201 16.330 -8.812  0.199
H -20.858 17.874 -8.556  0.187
H -13.156 18.167 -9.942  0.196
H -11.545 16.000 -0.371  0.202
H -10.638 23.642 -3.004  0.199
H -11.600 15.235 -6.462  0.201
H -12.106 16.925 -6.031  0.198
H -16.943 21.261 -8.709  0.211
H -10.871 22.256 -8.200  0.193
H -9.870 16.467 -0.766  0.189
H -9.124 24.262 -3.665  0.179
H -12.079 22.556 -6.938  0.184
H -8.815 18.757 -2.182  0.178
H -17.407 20.095 -7.256  0.218
H -10.353 16.647 -6.087  0.195

Calculated values
LUMO ... 0.0257 hartree
HOMO-LUMO gap ... 11.08 eV
Multiplicity ... 1
Electronic energy ... -37399.902 eV
Total charge ... 0
SMILES ... COC(=O)OC.COC(=O)OC.COC(=O)OC.COC(=O)OC


- Among the records above, which one has the lowest electronic energy?
  C12H24O12


- Look up the electronic energy of the second one.
  -27204.563 eV


- What is the total charge in the second record?
  0


- Which of these has the highest electronic energy?
  C12H24NO5